(1)
Molecular formula: C85H155N5O25
Method: DFT, the ωB97M-V functional and the def2-TZVPD basis

As for the highest occupied orbital energy: -8.03 eV.

Each line ends with the Mulliken charge.
Atoms and positions in Å:
O 6.09931 -25.30617 22.46784  -0.006
C 6.85183 -26.05144 21.91802  0.166
O 8.07275 -25.68653 21.67019  -0.214
C 8.70096 -26.45911 20.63815  1.292
C 7.89293 -27.78089 20.60003  -0.812
C 6.52422 -27.39735 21.20871  -0.148
H 9.70882 -26.73579 20.93929  -0.418
H 8.79709 -25.90265 19.70156  -0.455
H 8.41802 -28.51037 21.21133  0.438
H 7.84684 -28.01469 19.50339  0.156
H 6.13974 -28.15976 21.82590  0.758
H 5.82754 -27.14879 20.36218  -0.441
O -1.48854 -23.69165 20.74700  -0.613
C -1.17546 -23.08604 21.72134  0.581
O -0.13305 -23.46494 22.54674  -0.278
C 0.14271 -22.34207 23.47841  0.308
C -1.20709 -21.59856 23.61900  -0.628
C -1.84216 -21.87555 22.25731  -0.529
H 0.85337 -21.70638 22.97273  -0.560
H 0.64802 -22.78643 24.32831  0.546
H -1.11026 -20.57338 24.01775  0.360
H -1.93677 -22.09502 24.33928  0.291
H -1.82479 -21.04498 21.52272  0.180
H -2.88222 -22.12084 22.36518  0.402
O 7.48849 -23.45803 13.85073  -0.531
C 6.37253 -23.04695 13.99436  0.047
O 5.41042 -23.79802 14.62410  -0.291
C 4.17940 -22.96349 14.81227  0.188
C 4.42501 -21.62321 14.14003  -1.117
C 5.83854 -21.69699 13.59946  0.732
H 4.09060 -22.90516 15.88798  -0.720
H 3.37210 -23.49969 14.37328  1.249
H 4.38030 -20.78834 14.82762  -0.206
H 3.67094 -21.46617 13.38334  0.691
H 6.47601 -20.94089 14.02912  -0.843
H 5.83339 -21.67119 12.51085  0.577
O 13.84411 -20.34750 14.93853  -0.608
C 13.40328 -19.49786 15.66234  0.617
O 14.21664 -18.60724 16.23001  -0.398
C 13.58877 -17.83943 17.19995  -0.527
C 12.04464 -18.02522 16.95064  -0.406
C 11.96143 -19.30103 16.03833  2.397
H 13.84835 -16.76073 16.99218  0.294
H 13.86071 -18.18595 18.17668  0.289
H 11.74347 -17.15073 16.36516  0.326
H 11.55753 -18.11248 17.93118  0.117
H 11.40245 -19.15857 15.15683  -0.998
H 11.65305 -20.22472 16.60774  -1.095
O 10.93011 -18.49493 13.35336  -0.648
C 10.70147 -19.56514 12.82875  0.613
O 9.64082 -20.41273 13.12480  -0.021
C 9.62842 -21.54289 12.15398  -0.165
C 11.02186 -21.59482 11.55229  -0.262
C 11.56743 -20.17886 11.70835  -0.714
H 9.06645 -21.15190 11.31515  0.338
H 9.16457 -22.43776 12.56917  0.055
H 10.96454 -21.89662 10.51641  0.526
H 11.67166 -22.30663 12.11076  -0.027
H 11.28549 -19.49942 10.87136  0.259
H 12.59776 -20.08965 11.92889  0.321
O 1.62229 -21.15123 15.23248  -0.692
C 1.28223 -21.15172 16.38549  0.436
O 0.79456 -22.21462 16.97034  -0.205
C 0.54428 -22.01688 18.35429  -0.147
C 0.99923 -20.50701 18.70280  0.598
C 1.49213 -19.97277 17.30888  -0.154
H 1.13383 -22.71799 18.93420  -0.159
H -0.50205 -22.19754 18.45914  0.709
H 1.81106 -20.51569 19.41280  -1.036
H 0.09659 -20.03550 19.20993  0.585
H 2.47169 -19.48083 17.31383  -0.609
H 0.81152 -19.24987 17.00507  0.739
O 1.13743 -18.17009 21.50523  -0.576
C 1.99253 -18.73364 22.08055  0.280
O 1.76512 -19.11931 23.42877  -0.478
C 2.86728 -19.85940 23.98626  -0.442
C 3.96647 -19.90249 22.80040  1.063
C 3.37592 -19.18566 21.60948  0.838
H 2.54914 -20.87558 24.22041  0.196
H 3.21789 -19.38991 24.89602  0.384
H 4.26345 -20.89477 22.59700  -1.359
H 4.87854 -19.44242 23.19002  0.832
H 3.31628 -19.77138 20.68670  -0.702
H 3.95278 -18.29131 21.46990  0.013
O 2.91849 -22.59963 21.76932  -0.272
C 2.82871 -23.78270 21.75917  -0.148
O 2.22717 -24.42411 20.74697  0.105
C 2.13088 -25.84292 21.20613  -0.054
C 3.13641 -26.08627 22.32225  -0.419
C 3.19651 -24.71288 22.87596  0.858
H 2.22101 -26.53648 20.39141  -0.370
H 1.16138 -25.98541 21.61765  0.503
H 4.06560 -26.45999 21.96669  -0.365
H 2.61295 -26.79547 23.01219  0.413
H 4.16648 -24.37292 23.24312  -0.946
H 2.44324 -24.50965 23.66841  0.506
O 11.38082 -26.64384 13.88395  -0.661
C 11.83152 -25.61180 14.34585  0.383
O 13.05023 -25.46955 14.87386  -0.414
C 13.13977 -24.01623 15.21719  -0.531
C 11.65493 -23.64961 15.51022  1.233
C 10.95928 -24.45029 14.48573  2.078
H 13.59906 -23.47470 14.38339  0.273
H 13.84594 -24.02596 16.05595  0.292
H 11.51359 -22.59841 15.51744  0.156
H 11.38389 -23.95504 16.56072  -0.957
H 10.92082 -23.90042 13.49445  -0.306
H 9.98590 -24.89130 14.69911  -1.649
O 6.54513 -27.23919 17.89077  -0.519
C 7.15815 -27.46043 16.86931  0.541
O 8.44510 -27.75284 16.84475  -0.419
C 8.88967 -28.02147 15.48998  -0.687
C 7.92295 -27.21708 14.58314  0.447
C 6.64433 -27.30685 15.41177  -0.110
H 8.71130 -29.07915 15.34059  0.306
H 9.93970 -27.80074 15.48273  0.410
H 7.99184 -27.68414 13.56981  0.411
H 8.29419 -26.20144 14.58081  -0.674
H 6.00153 -28.13218 15.13303  0.344
H 6.01502 -26.46767 15.43468  -0.055
C 14.66284 -26.81754 20.20586  -1.926
C 13.53091 -25.76614 20.12638  1.695
C 12.56724 -25.87965 21.35675  -1.841
C 11.80678 -24.58830 21.68277  1.193
C 12.67352 -23.37143 21.76936  -1.474
C 13.45075 -23.17463 20.47907  2.313
N 14.25193 -24.43380 20.22438  -0.152
O 14.98874 -24.27603 18.99973  -0.434
C 12.48992 -22.82021 19.33262  -1.628
C 14.48830 -22.06510 20.58984  -2.157
C 12.80579 -25.87605 18.71324  -1.153
H 15.17723 -26.73329 21.16596  0.468
H 15.38186 -26.65166 19.37707  0.438
H 14.33941 -27.87497 20.03310  0.348
H 11.90678 -26.72435 21.25286  0.295
H 13.18139 -26.16089 22.21477  0.488
H 11.25632 -24.79147 22.58971  0.458
H 10.99608 -24.33625 20.98349  -0.681
H 13.32764 -23.29909 22.62966  0.350
H 11.96022 -22.51991 21.90290  0.212
H 11.63098 -23.45857 19.37778  -0.598
H 12.14617 -21.80606 19.45665  0.816
H 12.91616 -22.95992 18.36817  0.628
H 15.22310 -22.40504 21.27584  0.590
H 14.91969 -21.80545 19.62291  0.315
H 13.99616 -21.15141 20.98680  0.380
H 13.54601 -25.33332 17.97364  0.102
H 11.76379 -25.44237 18.78630  -0.132
H 12.69552 -26.94457 18.42127  0.699
H 15.86771 -24.61322 19.30409  0.397
C 5.44351 -23.82148 18.87964  0.150
C 5.61936 -22.29944 19.01838  3.830
C 6.16030 -21.93017 20.42593  0.194
C 7.55766 -22.37592 20.81116  0.437
C 8.45390 -21.67600 19.83388  -0.535
C 8.15348 -21.92355 18.38043  2.655
N 6.71223 -21.70455 18.11041  -0.035
O 6.38537 -21.98122 16.74773  2.161
C 8.90297 -20.96657 17.54850  -0.521
C 8.57108 -23.35882 17.92089  -0.265
C 4.33178 -21.62445 18.72150  0.252
H 4.57775 -24.05570 19.40829  -0.161
H 6.28206 -24.39577 19.21666  -0.938
H 5.26582 -23.96355 17.82752  -0.264
H 6.08443 -20.82194 20.37057  -0.966
H 5.45585 -22.30702 21.15035  -0.219
H 7.65160 -23.42266 20.71608  -0.326
H 7.85331 -22.01467 21.76619  -0.533
H 9.47311 -21.91747 19.91390  0.214
H 8.38590 -20.57226 19.99288  -0.731
H 8.62901 -19.99041 17.86306  -0.397
H 10.01391 -20.98153 17.72148  -0.654
H 8.74841 -21.02040 16.46154  -0.082
H 8.49513 -23.31171 16.85767  0.424
H 9.57457 -23.75029 18.25285  -0.333
H 7.78920 -24.01576 18.29934  -1.029
H 4.03516 -21.82604 17.73434  -0.144
H 4.52383 -20.54298 18.67471  -0.238
H 3.49295 -21.89124 19.37585  -0.627
H 6.51847 -22.93432 16.68716  -0.263
C 7.19225 -18.16679 19.89479  -0.736
C 6.80562 -17.21894 18.76902  1.366
C 8.05825 -16.31329 18.37968  -1.007
C 7.88927 -15.57686 17.06769  -1.085
C 7.50962 -16.53412 15.97200  -1.111
C 6.44631 -17.49771 16.23029  2.138
N 6.62391 -18.09445 17.58593  0.271
O 5.63610 -19.05624 17.80342  0.266
C 5.03865 -16.85547 16.09494  -1.508
C 6.59103 -18.66754 15.27061  -1.356
C 5.52910 -16.48065 19.19669  -1.443
H 6.29879 -18.79293 20.24086  -0.688
H 7.63345 -17.54580 20.73651  0.815
H 7.95193 -18.91952 19.58422  -0.441
H 8.08206 -15.57145 19.22657  0.457
H 8.99263 -16.90951 18.43809  0.152
H 8.69519 -14.91411 16.92245  0.540
H 7.03737 -14.91476 17.17754  0.331
H 8.40250 -17.06026 15.53654  0.189
H 7.17008 -15.85400 15.16258  0.381
H 4.18300 -17.34953 16.69509  -0.171
H 4.91782 -15.79846 16.39765  0.346
H 4.82655 -16.90882 14.99449  0.556
H 5.82563 -19.40188 15.39207  -0.590
H 6.61958 -18.35085 14.23529  0.857
H 7.51181 -19.13412 15.51299  -0.008
H 5.28005 -15.67421 18.58135  0.492
H 5.77269 -16.00744 20.18698  0.524
H 4.70401 -17.21792 19.44128  -0.200
H 6.11487 -19.88709 17.81423  -0.551
C 9.47171 -22.67871 24.24371  -1.314
C 8.74197 -22.03156 25.46348  1.988
C 7.37838 -21.42780 24.94987  -1.484
C 6.31211 -22.42646 24.60781  2.425
C 5.93855 -23.23724 25.86118  -1.735
C 7.22947 -23.95107 26.32223  1.534
N 8.24012 -22.87597 26.57123  0.149
O 9.35125 -23.54623 27.10352  -0.513
C 6.95344 -24.63468 27.76012  -1.811
C 7.61537 -25.00368 25.36126  -0.806
C 9.62477 -20.87716 25.96519  -1.940
H 10.32578 -23.27788 24.51821  0.743
H 9.83638 -21.92239 23.52573  0.385
H 8.84016 -23.34749 23.64344  -0.231
H 7.09685 -20.53556 25.53245  0.352
H 7.70039 -20.98457 23.95374  0.066
H 6.69034 -23.10916 23.80934  -0.902
H 5.37422 -21.97199 24.20171  -0.778
H 5.12000 -23.82572 25.68295  0.687
H 5.70254 -22.52720 26.67922  0.412
H 7.73638 -25.28725 28.20096  0.435
H 6.80195 -23.83741 28.53853  0.442
H 6.04053 -25.23777 27.63844  0.397
H 8.59006 -25.35002 25.66929  0.340
H 6.89005 -25.82159 25.54206  0.435
H 7.42188 -24.73979 24.36307  -0.862
H 9.16101 -20.45869 26.87206  0.469
H 9.55037 -20.15895 25.14572  0.375
H 10.65832 -21.08822 26.16348  0.326
H 9.10529 -23.77700 28.00019  0.413
C 2.82899 -25.79710 17.00661  -0.192
C 2.19073 -27.09257 16.58126  1.238
C 1.93890 -27.93164 17.90428  -1.060
C 0.66716 -27.39967 18.59926  0.508
C -0.58675 -27.45220 17.76567  -1.968
C -0.37427 -26.69702 16.35962  1.685
N 0.90002 -27.18147 15.82499  0.214
O 1.20182 -26.55290 14.55670  -0.490
C -1.49099 -27.31354 15.46598  -1.841
C -0.56969 -25.23750 16.48747  -1.194
C 3.23695 -27.98582 15.82369  -1.628
H 3.18521 -25.27299 16.11935  0.353
H 3.54414 -25.99029 17.81834  -0.098
H 2.08755 -25.08623 17.33402  -0.318
H 1.88733 -28.94472 17.63992  0.692
H 2.80444 -27.70346 18.61254  -0.100
H 0.92925 -26.39795 18.89508  -0.700
H 0.43963 -27.94272 19.47688  0.774
H -1.42353 -27.10577 18.34014  0.506
H -0.75623 -28.49416 17.59676  0.519
H -1.46663 -26.86526 14.46055  0.406
H -1.48664 -28.42300 15.46993  0.388
H -2.35722 -26.83800 15.86545  0.423
H -1.60051 -25.07441 16.87062  0.497
H 0.07093 -24.69130 17.26659  -0.346
H -0.36189 -24.62423 15.59164  0.337
H 3.39798 -27.65468 14.78830  0.477
H 2.89177 -29.05618 15.74351  0.314
H 4.07065 -27.86353 16.39967  0.164
H 1.06836 -27.22659 13.88421  0.341

=====

(2)
Molecular formula: C16H21NO4
Method: DFT, the ωB97M-V functional and the def2-TZVPD basis

The SMILES is CCOC(=O)CN1C(=O)COc2ccc(C(C)(C)C)cc21. As for the highest occupied orbital energy: -8.65 eV.

Each line ends with the Mulliken charge.
Atoms and positions in Å:
C 0.44423 4.23476 2.28724  -1.435
C 1.66627 3.53557 1.88139  -0.331
H 2.21728 3.93686 0.91855  0.322
H 2.38377 3.67574 2.79209  0.299
O 1.37663 2.39334 1.64837  -0.002
C 1.42816 1.40903 2.78397  0.213
O 1.45340 1.65659 4.05461  -0.584
C 1.25518 0.05893 2.11129  -0.544
N 1.82692 -0.14506 0.81661  0.254
C 3.05366 0.03700 0.72277  0.809
O 4.00623 0.30370 1.59060  -0.743
C 3.77025 -0.00041 -0.75376  -0.504
O 2.57764 0.47199 -1.65197  -0.526
C 1.53909 -0.20855 -1.56543  1.293
C 0.64075 -0.16480 -2.70108  -1.883
C -0.56799 -0.83686 -2.38231  -0.224
C -1.23729 -1.22385 -1.17656  0.233
C -0.28975 -1.07846 -0.06951  -0.560
C 0.98693 -0.52865 -0.42346  -0.219
H -0.56426 -1.46432 0.85315  0.687
C -2.48324 -1.71566 -1.22468  1.530
C -2.69495 -2.34032 0.32143  -2.005
H -2.78099 -1.48573 0.87502  0.640
H -2.07117 -3.12682 0.69885  0.390
H -3.77353 -2.54970 -0.03398  0.456
C -2.60060 -3.08859 -2.17898  -1.882
H -2.52528 -2.72900 -3.04960  0.694
H -3.45413 -3.54388 -2.18511  0.562
H -1.77967 -3.81241 -1.68113  0.276
C -3.55689 -0.82854 -1.61054  -1.497
H -3.26777 -0.45734 -2.78454  0.219
H -4.54402 -1.04912 -1.63920  0.548
H -3.44820 0.07257 -1.05157  0.439
H -1.30209 -0.80464 -3.32872  0.062
H 1.02782 0.06397 -3.53854  0.629
H 4.02774 -1.28310 -0.98040  0.199
H 4.51785 0.60081 -0.91842  0.458
H 0.23451 -0.45208 2.33791  0.242
H 1.78621 -0.72165 2.89667  0.359
H 0.84186 5.33652 2.47780  0.304
H -0.07562 3.76092 3.25475  0.226
H -0.04491 4.09124 1.60644  0.595

=====

Number 1: E -149290.6810 eV, LUMO level 0.42 eV. Number 2: E -26599.7863 eV, LUMO level 0.34 eV.